{"formula": "C56H148N18O16P6S5", "method": "ωB97M-V/def2-TZVPD", "symbols": ["C", "N", "C", "P", "O", "N", "C", "C", "N", "C", "C", "H", "H", "H", "H", "H", "H", "H", "H", "H", "H", "H", "H", "H", "H", "H", "H", "H", "H", "C", "N", "C", "P", "O", "N", "C", "C", "N", "C", "C", "H", "H", "H", "H", "H", "H", "H", "H", "H", "H", "H", "H", "H", "H", "H", "H", "H", "H", "C", "N", "C", "P", "O", "N", "C", "C", "N", "C", "C", "H", "H", "H", "H", "H", "H", "H", "H", "H", "H", "H", "H", "H", "H", "H", "H", "H", "H", "C", "N", "C", "P", "O", "N", "C", "C", "N", "C", "C", "H", "H", "H", "H", "H", "H", "H", "H", "H", "H", "H", "H", "H", "H", "H", "H", "H", "H", "C", "N", "C", "P", "O", "N", "C", "C", "N", "C", "C", "H", "H", "H", "H", "H", "H", "H", "H", "H", "H", "H", "H", "H", "H", "H", "H", "H", "H", "C", "N", "C", "P", "O", "N", "C", "C", "N", "C", "C", "H", "H", "H", "H", "H", "H", "H", "H", "H", "H", "H", "H", "H", "H", "H", "H", "H", "H", "O", "S", "O", "C", "C", "C", "C", "H", "H", "H", "H", "H", "H", "H", "H", "O", "S", "O", "C", "C", "C", "C", "H", "H", "H", "H", "H", "H", "H", "H", "O", "S", "O", "C", "C", "C", "C", "H", "H", "H", "H", "H", "H", "H", "H", "O", "S", "O", "C", "C", "C", "C", "H", "H", "H", "H", "H", "H", "H", "H", "O", "S", "O", "C", "C", "C", "C", "H", "H", "H", "H", "H", "H", "H", "H"], "xyz": [[-4.0922, -0.9737, -1.1562], [-4.0333, -1.4449, -2.5590], [-3.3014, -0.5290, -3.3882], [-3.6788, -3.0675, -2.8985], [-2.2953, -3.4177, -2.6976], [-4.8095, -3.8357, -1.8892], [-6.1874, -3.4208, -1.7863], [-4.6528, -5.2513, -1.5372], [-4.0673, -3.3922, -4.4861], [-5.2256, -2.7561, -5.0748], [-2.9324, -3.5515, -5.4256], [-5.1146, -1.2227, -0.7609], [-4.1008, 0.0854, -1.1116], [-3.4130, -1.4492, -0.4797], [-3.7935, -0.4495, -4.3880], [-2.2895, -1.0070, -3.6873], [-3.2003, 0.4548, -2.9520], [-6.8271, -3.9354, -2.4996], [-6.5573, -3.5820, -0.7037], [-6.2914, -2.3151, -2.0668], [-5.2747, -5.3464, -0.6490], [-4.9798, -5.9675, -2.2845], [-3.6072, -5.3563, -1.2983], [-4.9583, -2.0942, -5.9129], [-5.9431, -3.4762, -5.5612], [-5.7970, -2.1007, -4.3734], [-3.2211, -3.5858, -6.4657], [-2.4522, -4.5245, -5.2897], [-2.0469, -2.9009, -5.2980], [1.5723, 5.7119, 2.9356], [1.8132, 5.5393, 4.3393], [1.2558, 6.5736, 5.1726], [2.9400, 4.4702, 5.0101], [3.2225, 4.7765, 6.4363], [2.3886, 2.9690, 4.8456], [2.1780, 2.3829, 3.5477], [1.8400, 2.2093, 5.9448], [4.2474, 4.5484, 3.9677], [4.7160, 5.8057, 3.4798], [5.4401, 3.6852, 4.3003], [0.4315, 5.7583, 2.7697], [1.8846, 4.8871, 2.2337], [1.9624, 6.6144, 2.5143], [1.1710, 6.1616, 6.1619], [0.2597, 6.8282, 4.7858], [1.8086, 7.5152, 5.1594], [2.5689, 1.3971, 3.3769], [1.0747, 2.1743, 3.4632], [2.4528, 2.9817, 2.7547], [0.7788, 2.2528, 5.8226], [2.2193, 1.1349, 6.0365], [2.1441, 2.7717, 6.8756], [5.1241, 5.6892, 2.4500], [3.8927, 6.5451, 3.5047], [5.6005, 6.1329, 4.0382], [6.0442, 4.2390, 5.0285], [6.0540, 3.4592, 3.4543], [5.1460, 2.7423, 4.8444], [4.3630, -1.4833, 4.2261], [4.4859, -2.6973, 3.4238], [3.1734, -3.0458, 2.8438], [5.8231, -2.7465, 2.4275], [6.6684, -1.5893, 2.8779], [6.2196, -4.3794, 2.4777], [7.0214, -5.1200, 1.5293], [6.3781, -4.9935, 3.7813], [5.3291, -2.5135, 0.8163], [4.7841, -3.5362, -0.0410], [5.0766, -1.1170, 0.4475], [4.3597, -0.5799, 3.6249], [5.2634, -1.3776, 4.8399], [3.5079, -1.5375, 4.9417], [2.8213, -2.2791, 2.1247], [2.3699, -3.0796, 3.6414], [3.3349, -3.9903, 2.2596], [6.7351, -6.1702, 1.4680], [6.9410, -4.6319, 0.5974], [8.0739, -5.0970, 1.8074], [5.7739, -4.5412, 4.5477], [5.9489, -6.0422, 3.6995], [7.4469, -5.0651, 4.0189], [4.9629, -3.2394, -1.1326], [5.2742, -4.5018, 0.0844], [3.6937, -3.6249, -0.0080], [5.2050, -0.9403, -0.6211], [5.5536, -0.4850, 1.1562], [4.0266, -0.9071, 0.5750], [-2.4098, 1.4833, 5.5295], [-3.3242, 0.4549, 4.9282], [-4.4003, 0.1729, 5.9245], [-3.5630, 0.5589, 3.2422], [-2.2119, 0.5321, 2.6345], [-4.4894, -0.7033, 2.6300], [-5.9530, -0.6988, 2.7818], [-3.8151, -2.1057, 2.5689], [-4.4298, 1.9519, 2.9649], [-4.5362, 2.3457, 1.6108], [-5.3234, 2.6525, 3.9102], [-2.9212, 2.3997, 5.8198], [-1.7213, 1.8555, 4.7223], [-1.8653, 1.1616, 6.3418], [-4.7441, -0.8414, 5.7620], [-5.1978, 0.9561, 6.0791], [-3.9465, -0.0690, 6.9293], [-6.3119, -0.9165, 3.7839], [-6.3071, 0.2445, 2.3754], [-6.3117, -1.3878, 2.0946], [-4.3620, -2.7403, 1.8879], [-2.7630, -1.9376, 2.3576], [-3.8725, -2.5669, 3.5998], [-5.5650, 2.2615, 1.2455], [-4.1933, 3.3984, 1.4197], [-4.0055, 1.6197, 0.9618], [-6.1680, 2.0597, 4.3032], [-5.8038, 3.5650, 3.5147], [-4.7313, 3.0980, 4.7427], [-0.5275, -2.4411, 3.3459], [-0.2047, -2.1546, 4.7416], [0.4475, -0.8333, 4.9006], [-0.2673, -3.3085, 5.8828], [-1.0937, -4.4056, 5.3463], [1.3635, -3.6523, 6.2076], [1.7770, -5.0273, 6.0807], [2.1741, -2.8628, 7.0867], [-0.7753, -2.5837, 7.2697], [-0.6068, -3.2222, 8.6074], [-1.9776, -1.7353, 7.2208], [-1.1550, -3.3687, 3.2678], [0.4323, -2.4976, 2.7864], [-1.0166, -1.5871, 2.9436], [1.5028, -0.8893, 4.5575], [0.3544, -0.6159, 5.9535], [-0.1112, -0.0856, 4.2841], [2.8499, -5.1302, 5.8803], [1.5007, -5.6893, 6.9169], [1.2894, -5.3494, 5.1734], [3.1558, -2.6401, 6.6261], [1.6779, -1.9088, 7.2077], [2.2936, -3.2807, 8.1367], [-1.4321, -3.9077, 8.7996], [0.3175, -3.7431, 8.6913], [-0.6674, -2.4667, 9.3616], [-2.9558, -2.1583, 7.7140], [-2.2322, -1.5005, 6.1504], [-1.7324, -0.7782, 7.7014], [-2.7593, 1.5473, -6.8560], [-1.4912, 1.2026, -7.5528], [-1.4596, -0.1381, -8.1904], [-0.2594, 2.1904, -7.8363], [0.9413, 1.4142, -8.3288], [-0.7045, 3.4218, -8.9482], [-2.0653, 3.9642, -8.9097], [-0.1618, 3.0350, -10.2759], [-0.0457, 3.0144, -6.4519], [0.9703, 4.0371, -6.3646], [-0.1419, 2.2159, -5.1523], [-2.8669, 0.7371, -6.1744], [-3.4795, 1.7838, -7.5701], [-2.5562, 2.4134, -6.2384], [-1.0478, -0.8796, -7.5142], [-0.7270, -0.0973, -8.9989], [-2.4250, -0.4087, -8.5372], [-2.6145, 3.4076, -9.7021], [-2.5748, 3.7093, -7.9696], [-2.0754, 5.0795, -9.0897], [-0.6266, 2.1375, -10.6927], [-0.2389, 3.8765, -10.9589], [0.8846, 2.7812, -10.1441], [0.6973, 4.6534, -5.4750], [1.9869, 3.7172, -6.2366], [1.0119, 4.7535, -7.1533], [0.2075, 2.8194, -4.3334], [0.5675, 1.3655, -5.1979], [-1.1853, 1.8872, -4.9596], [-0.1841, -0.9344, -4.8600], [0.7195, -2.0540, -5.1819], [0.2943, -2.9141, -6.2630], [2.4586, -1.5443, -5.4804], [2.9609, -1.5110, -4.0466], [2.4526, -2.7466, -3.3516], [0.9968, -3.0960, -3.7848], [2.5066, -0.6553, -6.0847], [2.8694, -2.3643, -6.0479], [4.0445, -1.5702, -3.9225], [2.5730, -0.6240, -3.5266], [2.4460, -2.5013, -2.2497], [3.0689, -3.5904, -3.5220], [0.2584, -2.8781, -2.9840], [0.9751, -4.1598, -4.1340], [2.2761, 3.5442, -0.3761], [3.6921, 3.5726, -0.6018], [4.5661, 3.9218, 0.5053], [3.9838, 1.9742, -1.4244], [3.7740, 2.3585, -2.8583], [4.5456, 3.6456, -3.0922], [4.1601, 4.6320, -1.9341], [3.3418, 1.2543, -0.8954], [5.0577, 1.7235, -1.3110], [4.1020, 1.6701, -3.6196], [2.7211, 2.6126, -2.9438], [4.2423, 4.1598, -3.9885], [5.5971, 3.4999, -3.0788], [3.2957, 5.2181, -2.2114], [4.9642, 5.2035, -1.5064], [-3.0397, 3.1833, -3.1358], [-2.3573, 4.3837, -3.4992], [-0.9084, 4.5641, -3.2771], [-2.7766, 4.8464, -5.2927], [-3.4222, 6.2175, -5.1710], [-3.0814, 6.8839, -3.8503], [-3.2015, 5.8290, -2.7683], [-3.4348, 4.0756, -5.6498], [-1.8412, 4.8173, -5.9418], [-3.1173, 6.7885, -6.0231], [-4.5271, 6.2803, -5.1889], [-3.5638, 7.8473, -3.6416], [-2.0938, 7.2522, -3.8401], [-4.2581, 5.5669, -2.6216], [-2.6953, 6.1114, -1.8726], [2.0054, -6.6007, 0.1562], [1.1718, -5.6795, -0.5847], [1.7874, -5.1616, -1.7854], [-0.4045, -6.3677, -1.0284], [-1.2593, -5.8631, 0.1219], [-0.9527, -4.3652, 0.2547], [0.5784, -4.3909, 0.4767], [-0.2731, -7.4142, -1.1297], [-0.6282, -5.8978, -1.9539], [-2.3410, -5.9522, 0.0366], [-0.9969, -6.3857, 1.0034], [-1.3462, -3.9798, 1.1829], [-1.1884, -3.8514, -0.6933], [0.8431, -4.6870, 1.4857], [1.0997, -3.5296, 0.1889], [-0.3318, -1.4693, -0.6811], [0.4238, -0.2213, -0.6334], [1.8342, -0.2807, -0.9626], [-0.5933, 1.0055, -1.5869], [-1.5046, 1.5922, -0.4951], [-0.5227, 2.0163, 0.6287], [0.2782, 0.7126, 0.9345], [-0.9669, 0.4941, -2.4372], [0.0701, 1.7036, -2.0393], [-1.9768, 2.4184, -0.9621], [-2.1809, 0.7568, -0.2032], [-0.9854, 2.3606, 1.5642], [0.1565, 2.7753, 0.1922], [-0.1680, 0.0498, 1.6181], [1.3338, 0.8645, 1.1779]], "atomic_forces_ev_per_a": [[-2.644, -1.861, -0.201], [-0.345, -0.043, 0.983], [1.590, -1.346, -2.837], [-2.817, 0.794, 0.570], [2.187, -1.225, 0.729], [0.488, 0.186, -0.566], [-0.540, 1.922, 0.590], [0.200, 1.326, 0.247], [0.423, 0.923, -0.537], [-1.561, 0.305, -0.851], [1.319, -1.027, 0.513], [0.760, 0.017, -0.120], [0.561, 0.972, -0.137], [0.915, -0.029, 0.300], [0.034, 0.303, 0.636], [-1.027, 1.252, 0.735], [0.094, 0.082, 0.045], [-0.273, -0.408, 0.086], [0.396, 0.243, -1.658], [0.174, -1.501, 0.626], [0.190, -0.543, 0.220], [-0.053, -0.033, -0.332], [0.209, -0.592, 0.051], [0.281, -0.024, 0.271], [0.585, 0.348, 0.733], [0.489, -0.733, -0.274], [-0.567, 0.462, -0.159], [-0.281, -0.186, 0.257], [-0.944, 0.404, 0.005], [-2.280, -1.416, -1.402], [1.062, -0.512, -0.057], [-0.556, 0.105, -0.382], [0.967, 1.762, 0.348], [-0.507, 0.069, -0.378], [0.855, -2.116, -0.673], [-2.855, -1.258, 1.154], [1.428, 0.339, 1.410], [0.618, -1.651, 0.326], [0.292, 0.766, -0.999], [-1.554, -0.150, 1.758], [1.406, 0.044, 0.219], [0.066, 0.653, 1.157], [0.461, 0.852, -0.124], [-0.007, 0.326, 0.569], [-0.012, -0.194, 0.168], [0.329, -0.004, 0.164], [0.951, -0.572, 0.417], [0.481, 0.373, -0.227], [0.753, 1.382, -1.511], [-1.017, -0.503, 0.291], [-0.413, 1.383, -0.453], [-0.501, -0.799, -0.813], [-0.646, 0.083, 0.328], [0.779, -0.188, -0.076], [-0.322, 0.381, 0.404], [0.101, -0.011, -0.089], [0.029, -0.112, -0.784], [0.060, 0.872, -0.860], [0.710, -0.084, 1.194], [-1.716, 0.272, 0.488], [0.222, -0.511, -0.219], [-0.009, 1.075, -0.928], [0.030, -1.689, -0.568], [-0.239, 0.523, 0.441], [0.576, 0.522, 0.371], [-0.659, -1.769, -0.215], [1.068, -0.230, 0.924], [-0.071, 0.562, -2.047], [-1.272, -1.189, -0.079], [-0.507, 0.307, -0.178], [-0.155, -0.032, -0.033], [0.423, -0.033, -0.883], [0.207, -0.103, 0.086], [1.060, -0.520, -0.719], [-0.726, 0.572, 0.740], [-0.363, 0.081, -0.004], [0.203, 0.149, -1.171], [0.262, -0.023, 0.136], [0.125, 0.583, 0.258], [0.697, 0.906, 0.108], [-0.244, 0.053, 0.373], [0.025, -0.283, 1.264], [-0.599, 0.218, 0.103], [-0.051, -0.197, 0.337], [0.833, 0.079, 0.069], [1.007, 0.700, -0.018], [-0.888, 0.093, 0.096], [-0.694, 1.310, -3.957], [-0.678, 1.032, 1.569], [0.716, -0.672, 0.658], [0.409, -0.628, 0.869], [-0.329, 0.151, -0.180], [0.858, -1.011, 0.665], [1.496, 1.200, 0.132], [-0.905, 1.891, 2.190], [-0.521, 0.137, 1.187], [-0.124, 0.335, -2.046], [0.466, 0.573, 0.834], [-0.529, -0.016, 0.235], [-0.323, -0.652, 0.772], [1.122, -1.246, 1.706], [-1.005, 0.026, -0.701], [0.777, -0.883, -0.402], [-0.005, 1.044, -0.861], [-0.127, 0.072, 0.139], [-0.246, 0.316, 0.523], [-0.867, -1.691, -1.074], [0.071, 0.029, -0.470], [-0.335, -0.216, -0.460], [0.061, 0.291, -0.981], [-0.240, 0.244, 0.084], [-0.079, -0.925, 0.142], [0.164, 0.692, 0.350], [0.512, -0.078, -0.119], [0.413, -0.579, -0.700], [-0.395, -0.727, -0.231], [0.842, -1.093, 0.380], [-0.523, 1.873, -0.858], [-0.570, -1.031, -0.667], [0.733, -0.322, -0.317], [0.396, -0.662, 0.276], [-0.440, -0.776, 0.720], [0.015, -0.476, -0.748], [0.251, 0.599, 0.803], [-0.894, 0.361, 1.331], [-0.937, 0.214, -1.381], [-1.088, -0.060, -0.530], [0.819, 0.916, 0.026], [-0.539, -0.475, -0.027], [-0.694, 0.682, -0.332], [-0.463, 0.253, 0.303], [0.358, 0.605, 0.254], [0.419, -0.469, 0.536], [-0.048, 0.317, 0.235], [0.045, 0.226, -0.074], [-0.173, -0.821, -0.121], [-0.269, -0.427, 0.427], [0.058, 0.356, 0.211], [0.103, 0.186, -1.170], [-0.031, -0.225, -0.066], [0.668, -0.372, -0.045], [0.170, 0.655, 0.473], [1.975, 0.348, -0.737], [0.278, -0.271, 0.993], [-0.257, -0.152, 0.119], [3.475, 0.000, 0.387], [-1.671, -1.096, 0.063], [1.565, 0.840, 0.433], [2.113, -0.018, -1.692], [-1.351, 1.049, 0.418], [1.185, -0.935, 0.392], [0.189, -0.397, -0.823], [-0.136, 0.580, 0.378], [-0.462, -0.040, 2.314], [-0.634, 1.336, 1.595], [0.535, -0.363, -1.362], [-1.195, -0.739, 0.398], [-1.803, -0.133, -0.843], [-0.157, 0.172, -0.028], [-0.299, -0.227, 0.364], [-0.363, -0.074, -0.161], [-0.918, -0.239, -0.371], [-0.208, 0.747, 0.278], [0.367, 0.445, -0.252], [-0.092, -1.180, 0.125], [-0.348, 0.093, -0.129], [-0.160, 0.041, -0.167], [0.045, 0.131, -0.045], [0.399, -0.359, -0.365], [0.568, -0.788, 0.163], [-0.463, 0.121, -1.107], [-0.144, 0.545, 0.129], [-0.748, 0.103, -0.049], [0.927, 0.027, -0.078], [1.383, -0.748, -0.013], [-1.308, 0.256, -0.832], [-0.043, 0.120, -0.526], [-0.823, -0.288, 0.829], [0.414, 0.443, -0.070], [-1.548, 0.605, 2.213], [0.866, -0.330, 0.804], [-0.170, 0.516, -0.036], [0.147, -0.383, -0.161], [0.052, 0.564, -0.396], [0.211, -0.082, -0.160], [0.134, -0.627, -1.058], [0.694, -0.779, -0.120], [0.280, -0.220, -0.696], [-0.406, 1.103, 0.325], [-1.043, 0.466, 0.182], [0.945, -0.591, 0.875], [-0.342, -0.665, -0.304], [1.839, 0.223, 1.048], [-0.663, 0.615, -0.309], [-0.964, 1.567, 1.106], [-0.063, -1.023, -0.690], [0.141, 0.183, -0.679], [-0.474, -0.034, 0.342], [-0.263, -0.740, 0.045], [-0.353, -0.306, -0.586], [0.133, -0.210, -0.654], [0.993, -0.266, -0.134], [-0.118, 0.318, 0.044], [0.254, 0.461, -0.245], [-0.133, -0.971, 0.328], [1.484, 2.210, -1.177], [-2.005, -0.375, -0.109], [1.190, -0.206, 0.809], [-1.105, 0.692, -0.125], [0.423, 0.471, 0.319], [-0.608, -0.227, -0.990], [-0.392, -0.233, 0.000], [-1.005, 0.119, 1.151], [0.280, 0.650, -0.392], [0.336, -0.951, -0.311], [-0.886, -0.621, -0.085], [1.758, -0.044, -0.192], [0.350, -0.158, 0.229], [0.230, -0.078, 0.737], [-0.524, -0.126, 0.397], [1.570, -0.569, -0.594], [-0.184, 0.482, -0.165], [0.011, 0.679, 1.099], [-1.302, 0.726, -0.693], [1.711, -0.830, -0.005], [-0.784, -0.770, -0.051], [-0.043, -1.027, -0.044], [-0.488, 0.341, -0.911], [0.078, -0.511, -0.429], [0.375, -0.539, 1.141], [-0.715, 0.525, -0.249], [-0.251, 0.146, 0.760], [-0.029, -0.018, 0.201], [0.654, 1.481, -0.343], [0.484, 0.533, 0.502], [-1.521, 0.932, -0.323], [0.081, -0.065, -0.394], [1.241, -0.831, 1.023], [1.035, -1.335, -0.211], [0.287, -1.015, -0.305], [1.074, 0.630, -1.366], [-1.017, -0.822, -0.425], [0.793, 1.063, 0.133], [-0.997, 0.743, -0.056], [0.166, 0.955, 0.140], [-0.010, -0.051, -0.499], [-0.316, -0.341, 0.497], [-0.835, -0.536, 1.027], [-0.211, 0.182, 0.214]], "mulliken_charge": [-1.47, 0.50, -0.82, -0.34, -0.29, 0.82, -1.18, -0.50, 0.26, -1.03, -1.44, -0.02, 1.11, 0.22, -0.04, 0.07, 0.46, 0.25, 0.31, 0.37, 0.38, 0.20, -0.38, 0.39, 0.28, 0.32, 0.46, 0.27, 0.52, -0.87, 0.53, -1.14, 0.34, -0.91, 0.61, 0.08, -1.08, 0.69, -0.95, -1.11, 0.28, 0.06, 0.36, 0.30, 0.38, 0.29, -0.14, -0.32, 0.04, 0.46, 0.01, 0.47, 0.11, 0.30, 0.31, 0.39, 0.31, 0.25, -0.63, 0.71, 0.14, 0.10, -0.91, 0.50, -1.13, -1.09, 0.41, -0.72, -1.51, 0.30, 0.41, -0.51, -0.18, -0.49, 0.31, 0.33, 0.49, 0.35, 0.28, 0.34, 0.30, 0.12, 0.17, 0.22, 0.39, 0.66, 0.37, -1.28, 1.25, -1.18, -1.63, 0.08, 1.15, -1.22, -0.70, 0.64, -0.67, -1.02, 0.43, 0.20, 0.32, 0.47, 0.16, 0.34, 0.15, 0.38, 0.39, 0.46, -0.56, 0.38, 0.40, 0.36, -0.22, 0.33, 0.38, 0.25, 0.25, 0.33, 0.48, 0.11, -0.98, 0.98, -1.18, -1.16, 0.70, -1.11, -0.88, 0.54, -0.10, -0.82, -0.84, 0.69, -0.45, 0.28, 0.24, 0.35, 0.22, 0.40, 0.33, 0.32, 0.37, 0.35, 0.32, -0.01, 0.38, -0.74, 0.74, -1.06, -0.10, -0.93, 0.22, -0.56, -1.12, 1.37, -1.17, -1.01, 0.47, 0.47, -0.44, 0.15, 0.32, 0.44, 0.29, 0.05, 0.22, 0.34, 0.38, 0.34, 0.31, 0.21, 0.43, 0.27, 0.55, -0.48, 0.56, 1.11, -0.86, -1.48, 0.00, 0.43, 0.04, 0.49, 0.55, 0.74, -0.46, -0.70, 0.55, -0.68, 0.40, -0.51, 1.26, -0.76, 0.39, 0.31, -1.12, -1.05, -0.86, 0.41, 0.38, -0.25, 0.42, 0.43, 0.33, 0.48, -0.78, 1.58, -0.68, -0.07, -0.95, -0.79, -0.94, 0.40, -0.17, 0.48, 0.27, 0.45, 0.30, 0.34, 0.54, -0.80, 1.19, -0.61, -0.72, -1.24, 1.03, 0.31, 0.62, 0.14, 0.48, 0.58, -0.75, -0.17, 0.32, -0.42, 0.59, -0.31, 0.09, 0.04, -0.15, -0.39, -0.99, -0.09, -0.26, 1.04, -1.09, 0.39, 0.58, -0.22, 0.65], "e_above_lowest_kcal_mol": 37.2, "smiles": "CN(C)P(=O)(N(C)C)N(C)C.CN(C)P(=O)(N(C)C)N(C)C.CN(C)P(=O)(N(C)C)N(C)C.CN(C)P(=O)(N(C)C)N(C)C.CN(C)P(=O)(N(C)C)N(C)C.CN(C)P(=O)(N(C)C)N(C)C.O=S1(=O)CCCC1.O=S1(=O)CCCC1.O=S1(=O)CCCC1.O=S1(=O)CCCC1.O=S1(=O)CCCC1"}